[1]
The following is a DFT calculation (ωB97M-V/def2-TZVPD) of 3 unconnected molecules or ions with the total composition C4H7NO at a distorted geometry.

Each line ends with the natural charge from an NBO analysis.
Positions of all 13 atoms, in Å:
O 0.52 -0.87 1.93  -0.606
C -0.20 -1.35 1.01  0.083
C -0.85 1.06 0.00  -0.303
C -0.05 1.15 -1.08  -0.310
C 0.19 0.01 -1.91  0.252
N 0.36 -0.96 -2.51  -0.317
H 1.46 -0.58 1.55  0.495
H -1.23 -1.63 1.25  0.167
H 0.25 -1.76 0.11  0.175
H -0.89 1.88 0.71  0.216
H -1.59 0.28 0.06  0.214
H 1.89 0.65 0.41  -0.322
H 0.14 2.13 -1.52  0.255

Results
**Relative energy (zero: lowest compared OMol25 entry of this formula, charge and spin)**: 726.7 kJ/mol
**Highest occupied orbital energy (spin up / spin down)**: -8.98 / -6.99 eV
**Max |F|**: 3.0 eV Å⁻¹
**Orbital gap (spin up / spin down)**: 0.3223 / 0.2069 Ha

[2]
The following is a DFT calculation (ωB97M-V/def2-TZVPD) of a single C5H8O3 molecule at a distorted geometry.

Each line ends with the natural charge from an NBO analysis.
Positions of all 16 atoms, in Å:
C -0.73 -2.04 -0.74  -0.216
O 0.24 -1.19 -0.15  -0.693
C 0.86 -0.42 1.02  0.847
O 1.06 -1.00 2.05  -0.479
C 0.45 0.95 0.74  -0.412
C 1.14 1.61 -0.45  -0.614
C -1.15 0.60 0.29  0.480
O -1.97 0.06 1.00  -0.509
H -0.46 -2.19 -1.79  0.183
H -0.69 -3.02 -0.25  0.181
H -1.73 -1.61 -0.67  0.181
H 0.52 1.54 1.65  0.246
H 0.75 2.63 -0.58  0.218
H 2.22 1.63 -0.33  0.229
H 0.94 1.08 -1.38  0.228
H -1.45 1.39 -0.41  0.131

Results
**Relative energy (zero: lowest compared OMol25 entry of this formula, charge and spin)**: 323.5 kJ/mol
**Highest occupied orbital energy**: -9.91 eV
**SMILES**: COC(=O)[C@@H](C)C=O
**Max |F|**: 5.6 eV Å⁻¹
**Orbital gap**: 0.3836 Ha

[3]
The following is a DFT calculation (ωB97M-V/def2-TZVPD) of a molecular structure, C14H31AsINO4S5SiW at a distorted geometry.

Each line ends with the natural charge from an NBO analysis.
Positions of all 59 atoms, in Å:
W -2.48 0.69 2.40  0.548
S -2.85 -3.89 1.97  -0.395
As -3.10 -1.92 2.46  0.881
S -4.58 -0.50 1.87  -0.321
S -0.66 0.21 3.50  0.035
S -2.63 -0.95 4.38  -0.168
C 2.10 1.36 1.70  -0.649
C 2.21 1.58 0.20  0.290
C 2.39 3.06 -0.12  -0.618
C 3.38 0.78 -0.36  -0.635
O 1.00 1.17 -0.47  -0.968
Si 0.14 -0.20 -0.52  2.308
S -1.91 -0.25 0.24  -0.466
O -0.32 -0.55 -2.04  -0.970
C 0.18 -0.25 -3.35  0.281
C -0.73 -1.01 -4.31  -0.614
C 0.08 1.25 -3.58  -0.634
C 1.62 -0.74 -3.47  -0.628
O 1.07 -1.33 0.16  -0.971
C 1.08 -2.77 0.28  0.277
C 2.49 -3.20 -0.09  -0.618
C 0.79 -3.09 1.74  -0.609
C 0.06 -3.41 -0.65  -0.642
H 3.02 1.69 2.19  0.217
H 1.94 0.31 1.94  0.224
H 1.28 1.96 2.11  0.223
H 3.31 3.43 0.33  0.209
H 1.55 3.64 0.26  0.222
H 2.45 3.20 -1.20  0.212
H 4.31 1.10 0.12  0.213
H 3.48 0.96 -1.44  0.207
H 3.24 -0.29 -0.19  0.229
H -1.76 -0.70 -4.17  0.219
H -0.66 -2.08 -4.12  0.211
H -0.44 -0.81 -5.34  0.208
H -0.96 1.58 -3.48  0.218
H 0.42 1.50 -4.59  0.209
H 0.69 1.79 -2.86  0.227
H 1.67 -1.80 -3.24  0.209
H 2.26 -0.19 -2.79  0.214
H 1.98 -0.59 -4.49  0.215
H 3.22 -2.66 0.52  0.213
H 2.69 -3.01 -1.14  0.211
H 2.62 -4.27 0.10  0.213
H 1.62 -2.79 2.38  0.209
H 0.61 -4.16 1.87  0.215
H -0.11 -2.56 2.06  0.206
H 0.25 -3.10 -1.68  0.218
H -0.95 -3.13 -0.38  0.227
H 0.15 -4.49 -0.59  0.217
N -4.87 2.65 2.02  -0.848
C -4.17 2.96 3.21  0.447
O -3.41 1.93 3.61  -0.714
C -4.17 4.14 3.83  -0.515
I -1.43 2.99 1.34  -0.097
H -5.68 2.06 2.20  0.384
H -5.15 3.48 1.51  0.392
H -3.50 4.30 4.66  0.219
H -4.83 4.93 3.52  0.205

Results
**Multiplicity**: 3
**Relative energy (zero: lowest compared OMol25 entry of this formula, charge and spin)**: 55.0 kJ/mol
**Highest occupied orbital energy (spin up / spin down)**: -7.91 / -8.38 eV
**Max |F|**: 1.4 eV Å⁻¹
**Orbital gap (spin up / spin down)**: 0.2260 / 0.2082 Ha

[4]
The following is a DFT calculation (ωB97M-V/def2-TZVPD) of 2 unconnected molecules or ions with the total composition C6H15NO2S at a distorted geometry.

Each line ends with the natural charge from an NBO analysis.
Positions of all 25 atoms, in Å:
C -1.78 -1.34 -0.88  -0.669
C -2.36 0.78 0.34  -0.692
C -1.38 -1.28 1.52  -0.680
C 3.59 -0.12 -1.13  -0.828
C 0.84 0.82 -0.42  -0.323
C -1.58 -0.46 0.29  0.133
N 0.75 1.81 0.48  -0.751
O 1.74 -1.70 -0.32  -0.942
O 2.42 0.00 1.36  -0.970
S 2.11 -0.32 0.01  2.104
H -2.65 -1.85 -0.72  0.204
H -1.01 -1.95 -1.14  0.229
H -1.79 -0.69 -1.80  0.190
H -2.05 1.39 1.14  0.206
H -2.57 1.26 -0.63  0.219
H -3.39 0.54 0.56  0.209
H -2.29 -1.48 2.03  0.202
H -0.66 -0.82 2.16  0.216
H -1.01 -2.31 1.24  0.222
H 4.21 -0.89 -0.86  0.239
H 3.03 -0.09 -2.08  0.229
H 4.20 0.78 -1.20  0.231
H 0.75 1.13 -1.45  0.201
H -0.05 2.45 0.55  0.400
H 1.06 1.54 1.45  0.419

Results
**Multiplicity**: 3
**Relative energy (zero: lowest compared OMol25 entry of this formula, charge and spin)**: 0.0 kJ/mol
**Highest occupied orbital energy (spin up / spin down)**: -6.41 / -10.56 eV
**Max |F|**: 4.7 eV Å⁻¹
**Orbital gap (spin up / spin down)**: 0.2604 / 0.3774 Ha

[5]
The following is a DFT calculation (ωB97M-V/def2-TZVPD) of 12 unconnected molecules or ions with the total composition C4H30NO14 at a distorted geometry.

Each line ends with the natural charge from an NBO analysis.
Positions of all 49 atoms, in Å:
O 0.18 0.43 -0.76  -0.824
C 0.63 -0.21 -1.71  0.793
O 1.69 -0.72 -1.76  -0.779
C -0.32 -0.53 -2.99  -0.187
C -1.77 -0.49 -2.58  0.095
C -2.11 -1.73 -1.74  -0.648
O -2.21 0.67 -1.92  -0.769
N -0.08 0.50 -3.94  -0.860
H -0.11 -1.51 -3.36  0.200
H -2.43 -0.48 -3.45  0.165
H -3.14 -1.67 -1.17  0.251
H -1.38 -1.76 -0.94  0.205
H -2.01 -2.59 -2.33  0.195
H -1.50 1.05 -1.40  0.494
H -0.44 1.34 -3.78  0.370
H 0.78 0.37 -4.49  0.371
H 2.97 2.07 -3.11  0.472
H 2.56 0.73 -2.28  0.500
O 2.88 1.63 -2.24  -0.990
H 2.18 2.92 0.92  0.466
H 0.96 2.11 1.42  0.516
O 1.89 2.51 1.69  -1.016
H -0.93 1.08 0.77  0.488
H -0.06 0.24 1.64  0.513
O -0.31 1.17 1.60  -0.973
H 3.38 -0.52 -0.27  0.492
H 3.98 0.54 -1.20  0.487
O 4.17 -0.04 -0.51  -0.987
H 2.47 -0.75 2.66  0.516
H 1.98 -0.71 4.09  0.474
O 2.08 -1.34 3.39  -0.993
H 4.26 0.60 1.50  0.517
H 3.06 1.22 2.38  0.509
O 3.64 0.49 2.26  -1.017
H -3.19 0.49 -0.49  0.485
H -4.71 0.37 -0.92  0.467
O -4.11 0.39 -0.14  -0.980
H -2.08 1.78 2.11  0.469
H -2.45 2.23 0.94  0.440
O -2.58 2.56 1.87  -0.917
H -2.80 -0.84 1.70  0.470
H -1.88 -2.11 1.36  0.495
O -2.81 -1.75 1.37  -0.966
H -1.16 -1.06 4.16  0.455
H -0.03 -1.67 3.48  0.461
O -0.83 -1.92 4.09  -0.928
H 0.75 -1.65 0.53  0.515
H 0.74 -1.86 2.15  0.492
O 0.24 -1.58 1.37  -1.005

Results
**Relative energy (zero: lowest compared OMol25 entry of this formula, charge and spin)**: 390.6 kJ/mol
**Highest occupied orbital energy**: -5.50 eV
**Max |F|**: 6.3 eV Å⁻¹
**Charge**: -1
**Orbital gap**: 0.3036 Ha

[6]
The following is a DFT calculation (ωB97M-V/def2-TZVPD) of 3 unconnected molecules or ions with the total composition C22H40NO5S3 at a distorted geometry.

Each line ends with the Mulliken charge.
Positions of all 71 atoms, in Å:
C -2.69 2.36 2.20  -0.667
O -3.26 1.21 1.58  -0.357
C -2.52 0.02 1.79  -0.134
C -2.84 -0.91 0.63  -0.937
C -2.16 -0.47 -0.67  -0.748
C -0.92 -1.29 -1.05  -0.964
C 0.40 -0.48 -1.06  -0.418
C 1.20 -0.76 0.22  -0.138
C 2.51 0.02 0.31  -1.025
C 3.56 -0.35 -0.75  -0.886
S 3.65 -2.08 -1.22  0.259
C 3.66 -3.04 0.26  0.618
C 4.41 -2.64 1.35  -0.349
C 4.40 -3.42 2.50  -0.444
N 3.69 -4.54 2.61  -0.524
C 2.99 -4.91 1.54  -0.431
C 2.92 -4.22 0.34  -0.299
H -1.93 2.10 2.93  0.350
H -2.25 3.01 1.44  0.271
H -3.47 2.93 2.70  0.190
H -1.45 0.24 1.82  0.046
H -2.84 -0.42 2.74  0.351
H -3.92 -0.85 0.51  0.344
H -2.61 -1.94 0.90  0.479
H -2.89 -0.55 -1.47  0.381
H -1.90 0.58 -0.55  0.390
H -0.81 -2.08 -0.31  0.368
H -1.06 -1.80 -2.00  0.525
H 0.15 0.57 -1.12  0.438
H 0.98 -0.78 -1.94  0.249
H 0.59 -0.45 1.07  0.061
H 1.33 -1.83 0.32  0.210
H 2.27 1.06 0.13  0.477
H 2.93 -0.02 1.31  0.355
H 3.43 0.21 -1.67  0.528
H 4.56 -0.12 -0.39  0.612
H 2.43 -2.29 -1.77  0.094
H 5.00 -1.73 1.33  0.419
H 4.97 -3.10 3.36  0.375
H 2.42 -5.83 1.63  0.381
H 2.32 -4.57 -0.48  0.462
C 4.02 -3.50 -6.70  -0.527
C 4.15 -4.79 -5.88  -0.733
C 3.56 -4.52 -4.49  -0.498
S 2.31 -3.25 -4.73  1.229
O 2.72 -2.04 -4.03  -0.640
O 1.00 -3.79 -4.50  -0.710
C 2.59 -3.01 -6.48  -0.806
H 4.22 -3.66 -7.75  0.363
H 4.73 -2.75 -6.33  0.280
H 3.59 -5.59 -6.37  0.308
H 5.19 -5.12 -5.81  0.348
H 3.08 -5.39 -4.06  0.442
H 4.31 -4.12 -3.81  0.222
H 2.44 -1.96 -6.73  0.409
H 1.87 -3.63 -7.01  0.364
C -6.38 6.94 4.54  -0.599
C -5.18 7.86 4.80  -0.602
C -3.92 6.99 4.80  -0.707
S -4.28 5.60 3.72  1.289
O -4.28 4.40 4.50  -0.667
O -3.48 5.70 2.52  -0.701
C -5.97 6.06 3.36  -0.738
H -7.28 7.50 4.32  0.345
H -6.57 6.32 5.42  0.305
H -5.11 8.61 4.01  0.298
H -5.28 8.40 5.75  0.321
H -3.05 7.52 4.41  0.354
H -3.70 6.59 5.78  0.366
H -6.57 5.16 3.26  0.384
H -5.97 6.62 2.43  0.391

Results
**Highest occupied orbital energy**: -10.95 eV
**Max |F|**: 1.2 eV Å⁻¹
**Charge**: +1
**Orbital gap**: 0.2890 Ha

[7]
The following is a DFT calculation (ωB97M-V/def2-TZVPD) of 6 unconnected molecules or ions with the total composition C31H45Br2O14P at a distorted geometry.

Each line ends with the Mulliken charge.
Positions of all 93 atoms, in Å:
C 2.50 -2.56 0.57  -1.109
C 1.93 -1.25 -0.17  0.399
C 2.83 -0.14 -0.78  -0.431
C 2.19 1.10 -1.44  -0.587
C 0.63 1.27 -1.54  -0.652
C -0.27 0.14 -0.93  0.342
C -1.86 0.27 -0.97  -0.195
O -2.26 1.16 0.12  -0.279
P -2.71 0.32 1.54  0.741
O -3.33 1.38 2.48  -0.731
O -1.41 -0.37 2.39  -0.392
O -3.96 -0.76 1.14  -0.025
C -3.54 -2.14 1.06  0.069
Br -3.61 -2.93 2.90  -0.076
C -4.64 -2.95 0.17  -0.216
C -5.43 -1.98 -0.83  -0.603
Br -3.71 -4.46 -0.71  -0.125
C 0.39 -1.11 -0.27  -0.003
H 3.44 -2.91 0.03  0.361
H 1.67 -3.35 0.60  0.341
H 2.73 -2.26 1.66  0.131
H 3.96 -0.30 -0.70  0.390
H 2.83 1.94 -1.88  0.347
H 0.20 2.21 -2.02  0.349
H -2.40 -0.73 -1.01  0.092
H -2.13 0.82 -1.94  0.334
H -1.14 -1.24 2.03  0.331
H -2.49 -2.28 0.60  -0.142
H -5.40 -3.39 0.91  0.539
H -5.82 -2.59 -1.72  0.477
H -4.80 -1.12 -1.22  0.035
H -6.34 -1.58 -0.26  0.146
H -0.30 -1.92 0.14  0.209
O 2.41 -2.02 -4.16  -0.573
C 2.47 -1.10 -4.93  0.425
C 3.20 -1.12 -6.25  -0.334
C 3.27 0.36 -6.59  -0.528
C 2.04 0.91 -5.91  -0.430
O 1.85 0.10 -4.75  -0.257
H 2.60 -1.67 -6.98  0.259
H 4.19 -1.56 -6.15  0.272
H 3.31 0.56 -7.66  0.323
H 4.17 0.79 -6.13  0.268
H 1.15 0.83 -6.54  0.273
H 2.17 1.95 -5.61  0.309
O -9.64 2.69 -0.32  -0.616
C -8.49 2.41 -0.11  0.376
C -7.67 2.89 1.05  -0.425
C -6.25 2.58 0.60  -0.395
C -6.46 1.39 -0.30  0.243
O -7.75 1.58 -0.89  -0.328
H -7.94 2.32 1.94  0.266
H -7.81 3.96 1.22  0.322
H -5.56 2.39 1.42  0.218
H -5.86 3.42 0.02  0.303
H -6.46 0.45 0.25  -0.231
H -5.70 1.33 -1.08  0.173
O 5.41 -2.84 2.49  -0.602
C 5.22 -1.89 3.21  0.465
C 5.36 -0.45 2.81  -0.197
C 5.40 0.25 4.15  0.012
C 4.58 -0.67 5.02  -0.482
O 4.81 -1.98 4.50  -0.377
H 4.48 -0.16 2.22  0.121
H 6.27 -0.29 2.24  0.304
H 5.02 1.27 4.12  0.385
H 6.43 0.29 4.51  -0.167
H 3.51 -0.45 4.97  0.268
H 4.90 -0.63 6.07  0.322
O -5.41 -0.04 -3.64  -0.581
C -5.97 0.83 -4.25  0.526
C -7.39 0.79 -4.74  -0.342
C -7.42 1.93 -5.74  -0.492
C -6.37 2.87 -5.19  -0.421
O -5.40 2.03 -4.56  -0.348
H -8.06 0.97 -3.89  0.185
H -7.61 -0.16 -5.21  0.335
H -8.40 2.39 -5.85  0.327
H -7.10 1.56 -6.72  0.265
H -6.78 3.55 -4.43  0.259
H -5.90 3.46 -5.97  0.300
O 7.40 1.02 6.97  -0.563
C 8.38 0.35 6.79  0.481
C 9.41 0.00 7.83  -0.411
C 10.56 -0.50 6.98  -0.513
C 9.85 -1.07 5.77  -0.450
O 8.68 -0.26 5.60  -0.324
H 9.01 -0.78 8.48  0.256
H 9.70 0.88 8.41  0.291
H 11.19 -1.23 7.49  0.325
H 11.19 0.34 6.68  0.264
H 9.54 -2.11 5.92  0.283
H 10.47 -1.02 4.87  0.311

Results
**Highest occupied orbital energy**: -8.58 eV
**SMILES**: Cc1cccc(CO[P@](=O)(O)O[C@@H](Br)[C@@H](C)Br)c1.O=C1CCCO1.O=C1CCCO1.O=C1CCCO1.O=C1CCCO1.O=C1CCCO1
**Max |F|**: 6.5 eV Å⁻¹
**Orbital gap**: 0.3282 Ha

[8]
The following is a DFT calculation (ωB97M-V/def2-TZVPD) of a single C20H16N2O5 molecule at a distorted geometry.

Each line ends with the natural charge from an NBO analysis.
Positions of all 43 atoms, in Å:
C -0.90 -3.20 0.18  -0.648
C -0.78 -1.75 0.54  0.010
C 0.00 -0.92 -0.25  -0.192
C 0.19 0.42 0.08  0.133
N 0.95 1.29 -0.70  -0.593
C 1.74 1.02 -1.78  0.675
O 1.94 -0.10 -2.22  -0.602
C 2.39 2.23 -2.37  -0.147
C 1.76 3.47 -2.41  -0.205
C 2.37 4.57 -3.00  -0.281
C 3.62 4.39 -3.53  0.306
C 4.25 3.15 -3.51  0.229
C 3.66 2.05 -2.94  -0.221
O 5.48 3.25 -4.11  -0.473
C 5.59 4.59 -4.53  0.235
O 4.43 5.30 -4.15  -0.485
C -0.41 0.93 1.23  -0.239
C -1.19 0.11 2.02  -0.208
C -1.40 -1.22 1.67  0.111
N -2.21 -2.00 2.52  -0.608
C -3.29 -2.75 2.15  0.632
O -3.67 -2.89 1.01  -0.600
C -3.97 -3.38 3.29  0.149
C -5.05 -4.22 3.30  -0.231
C -5.30 -4.53 4.65  -0.318
C -4.35 -3.87 5.37  0.111
O -3.54 -3.17 4.56  -0.405
H -0.75 -3.83 1.06  0.216
H -1.91 -3.40 -0.19  0.258
H -0.18 -3.47 -0.59  0.217
H 0.48 -1.31 -1.13  0.246
H 0.96 2.25 -0.37  0.401
H 0.76 3.58 -2.02  0.215
H 1.88 5.53 -3.04  0.230
H 4.12 1.08 -2.93  0.251
H 5.71 4.63 -5.62  0.160
H 6.47 5.05 -4.05  0.160
H -0.26 1.96 1.51  0.205
H -1.65 0.51 2.91  0.211
H -2.12 -1.81 3.51  0.409
H -5.59 -4.55 2.44  0.244
H -6.07 -5.16 5.04  0.233
H -4.15 -3.82 6.42  0.206

Results
**Relative energy (zero: lowest compared OMol25 entry of this formula, charge and spin)**: 0.5 kJ/mol
**Highest occupied orbital energy**: -8.06 eV
**SMILES**: Cc1cc(NC(=O)c2ccc3c(c2)OCO3)ccc1NC(=O)c1ccco1
**Max |F|**: 1.3 eV Å⁻¹
**Orbital gap**: 0.3208 Ha